1.
ORCA calculation (ωB97M-V/def2-TZVPD) on a structure of composition C26H23BF4N7OsSe2.

```
64
Properties=species:S:1:pos:R:3:forces:R:3:mulliken_charge:R:1
Os -0.01819 0.28276 -0.33825 0.042 -0.608 -0.607 2.313
C 3.17958 0.38764 0.09309 0.054 0.195 -0.091 -0.995
N 2.14707 -0.46800 -0.51937 -0.361 0.139 0.072 -0.610
C 2.45972 -0.72782 -1.94989 0.021 -0.040 -0.001 -0.749
C 1.19451 -1.12889 -2.61994 0.107 -0.025 0.015 0.037
N 0.01833 -0.78619 -2.10322 -0.286 0.136 0.074 -0.260
C -0.95856 -1.20519 -3.03041 0.019 -0.012 -0.031 0.556
C -2.34542 -1.09120 -3.03911 -0.066 0.041 0.041 -0.138
C -3.01029 -1.61982 -4.12762 0.010 -0.005 -0.007 -1.107
C -2.33011 -2.24701 -5.18401 0.030 0.002 0.017 -0.583
C -0.95470 -2.36118 -5.18667 -0.039 0.000 0.007 -1.137
C -0.29689 -1.82197 -4.08977 0.063 -0.028 -0.054 0.542
N 1.06591 -1.75294 -3.78348 -0.052 0.008 0.021 0.027
C 2.88120 0.64498 1.52846 0.068 0.112 0.105 -0.102
N 1.93099 -0.01909 2.20039 0.356 0.129 0.053 0.136
C 1.93710 0.51544 3.42673 -0.063 -0.004 0.095 0.494
C 1.09871 0.20526 4.54378 -0.003 0.044 0.054 -0.540
C 1.29729 0.91391 5.68857 -0.066 -0.072 -0.033 -0.699
C 2.30140 1.91551 5.75826 0.079 0.048 -0.015 -0.386
C 3.14730 2.24553 4.66746 -0.011 -0.042 0.003 -0.920
C 2.93828 1.53519 3.52831 0.041 0.004 0.008 0.427
N 3.52121 1.56209 2.26374 -0.110 -0.056 0.002 0.049
H 3.18884 1.33593 -0.45014 0.048 0.022 0.052 0.611
H 4.18010 -0.05081 -0.00054 -0.038 -0.061 -0.016 0.532
H 2.13995 -1.36918 -0.04862 0.038 -0.046 0.073 0.269
H 3.23835 -1.48527 -2.06045 0.012 0.006 0.032 0.547
H 2.82797 0.19474 -2.40544 0.007 0.013 0.033 0.361
H -2.88865 -0.62441 -2.22853 0.096 -0.032 -0.117 0.415
H -4.08871 -1.55028 -4.16857 -0.004 -0.003 -0.014 0.475
H -2.89661 -2.64707 -6.01340 -0.001 0.002 0.000 0.446
H -0.42307 -2.84062 -5.99726 -0.009 0.001 -0.004 0.470
H 1.82119 -2.10567 -4.35451 -0.008 0.001 -0.003 0.262
H 0.34078 -0.56008 4.45361 -0.006 -0.015 0.020 0.593
H 0.69388 0.72667 6.56551 -0.003 -0.004 0.001 0.475
H 2.43224 2.45596 6.68732 -0.004 0.004 0.006 0.459
H 3.89749 3.01822 4.76599 -0.002 0.006 -0.010 0.503
H 4.26139 2.17896 1.95989 -0.004 0.022 -0.016 0.286
Se -3.01345 0.70752 1.31817 0.095 0.085 0.028 0.110
Se -3.49802 -1.32647 0.35612 0.002 -0.022 0.051 0.131
C -1.88741 -2.29183 0.76631 -0.061 -0.103 -0.086 0.394
C -2.10150 -3.63718 1.05731 0.016 -0.017 0.008 -0.825
C -1.03809 -4.43317 1.43355 -0.007 0.002 0.019 -0.468
C 0.21135 -3.83994 1.57201 -0.082 -0.019 -0.020 -1.309
C 0.33695 -2.50672 1.25964 0.143 -0.057 0.028 -0.073
N -0.67266 -1.73590 0.80702 0.045 0.109 0.068 0.020
C -2.70158 1.68096 -0.30894 -0.024 0.076 -0.047 0.072
C -3.61430 2.64346 -0.70054 0.007 -0.011 0.015 -0.729
C -3.39757 3.36078 -1.86873 -0.029 0.008 0.000 -0.430
C -2.27369 3.08308 -2.62886 0.046 -0.023 -0.002 -1.037
C -1.39889 2.11380 -2.18663 -0.064 0.024 -0.031 -0.012
N -1.60242 1.42731 -1.04591 0.002 0.090 0.052 0.678
H -3.10597 -4.03823 1.01935 0.005 0.000 0.004 0.487
H -1.18831 -5.47949 1.66393 -0.005 -0.003 -0.009 0.458
H 1.06493 -4.39480 1.93450 0.007 -0.003 -0.011 0.506
H 1.27466 -1.99788 1.44320 -0.140 -0.113 -0.039 0.458
H -4.48992 2.81732 -0.09115 -0.004 0.009 0.001 0.537
H -4.10409 4.11746 -2.18343 0.001 0.002 0.004 0.485
H -2.06635 3.60957 -3.54926 0.001 -0.003 -0.003 0.530
H -0.50855 1.86735 -2.75003 -0.003 0.001 -0.006 0.450
F 1.06564 3.61414 2.47326 -0.020 -0.107 -0.072 -0.106
B -0.05640 3.72523 1.76921 -0.134 0.279 0.035 0.621
F -1.22181 3.57142 2.36551 0.069 -0.130 -0.039 -0.203
F -0.00562 4.16022 0.52278 0.056 -0.144 0.000 -0.224
F 0.06345 1.52592 1.11972 0.124 0.188 0.286 -0.584
```
Forces are in eV/Å.

lowest unoccupied orbital energy (spin up / spin down) = -8.2 / -11.7 eV
total charge = +3
HOMO level (spin up / spin down) = -16.307 / -16.315 eV
multiplicity = 5

2.
ORCA calculation (ωB97M-V/def2-TZVPD) on the molecule C20H24N4O in a non-equilibrium geometry.

```
49
Properties=species:S:1:pos:R:3:forces:R:3:mulliken_charge:R:1
C 3.01687 1.19157 -3.69763 -0.592 0.170 -0.624 -1.391
C 2.43171 1.85372 -2.46300 -0.533 -0.156 -0.212 0.612
C 2.65846 3.19890 -2.15722 0.688 -0.577 -0.750 -0.805
C 2.08114 3.76071 -1.05006 -0.343 0.484 1.316 -0.208
C 1.31056 2.97000 -0.16186 0.216 -0.507 -0.836 0.478
N 0.68496 3.62045 0.93627 -0.230 0.687 0.325 0.954
C -0.63695 3.95359 0.99889 -0.697 -0.287 0.040 -0.356
C -0.79014 4.69133 2.13077 -0.569 0.877 0.731 -0.491
C 0.50185 4.86804 2.66815 -0.732 -0.699 -0.580 -0.344
N 1.40022 4.22279 1.94522 -0.134 -0.425 -0.474 -1.012
C 1.07503 1.59367 -0.44766 0.144 0.448 0.745 -0.654
C 0.34243 0.51619 0.36488 0.204 0.522 2.186 0.328
C 0.05655 0.69583 1.89999 -0.282 0.207 -0.291 -1.159
C -0.38759 -0.73930 2.30185 -1.233 0.502 0.718 0.260
C -1.93423 -0.90222 2.07819 0.264 -0.068 0.853 -1.185
N -2.12674 -2.05614 1.23696 1.641 0.097 -0.049 0.222
C -3.44028 -2.55217 0.79783 1.385 -0.748 -0.516 -1.033
C -0.90036 -2.52455 0.77808 -1.588 -1.034 -1.793 -0.678
O -0.85962 -3.47772 0.00553 0.646 0.735 0.686 -0.700
C 0.28706 -1.69925 1.33641 0.279 1.083 -0.396 1.020
C 1.35352 -2.58011 1.93964 0.701 -1.424 -0.544 -0.714
C 2.63232 -1.74247 1.95017 -0.391 -0.112 0.090 -0.738
C 2.48343 -0.82477 0.74837 -0.419 0.399 -0.281 -0.665
N 1.03738 -0.76248 0.42925 -0.094 -1.899 -1.550 0.034
C 1.58368 1.09973 -1.62850 1.233 0.321 -1.267 -0.974
H 2.29651 0.46847 -4.10341 0.220 -0.044 0.275 0.368
H 3.21495 1.85690 -4.55612 -0.048 0.160 0.639 0.388
H 3.94407 0.67054 -3.49572 0.194 -0.172 0.205 0.279
H 3.33086 3.78286 -2.80165 -0.436 -0.180 0.301 0.390
H 2.27091 4.83712 -0.82820 -0.378 -1.046 -0.002 0.378
H -1.46352 3.69830 0.30685 1.232 -0.203 0.248 0.371
H -1.70792 5.10055 2.55644 0.331 -0.189 -0.375 0.387
H 0.69366 5.41329 3.57039 0.631 0.038 0.115 0.451
H -0.63263 0.41563 -0.10066 -0.249 -0.483 -0.365 0.371
H -0.75430 1.44033 2.06056 0.786 -0.324 0.393 0.483
H 1.01121 0.94883 2.38834 -0.492 0.285 0.011 0.304
H -0.15604 -1.07056 3.33921 -0.087 0.720 -0.540 0.593
H -2.36335 -0.01978 1.62180 -0.163 0.409 -0.078 0.406
H -2.38512 -1.05586 3.05998 -0.359 0.120 -0.042 0.413
H -3.53092 -3.63667 1.01398 0.105 0.622 -0.329 0.278
H -4.20432 -2.04029 1.31785 -0.678 0.606 0.859 0.456
H -3.62610 -2.34847 -0.27024 0.351 -0.309 0.266 0.303
H 1.56225 -3.47403 1.31276 -0.540 0.520 0.055 0.369
H 1.04643 -2.98673 2.90571 0.095 0.228 0.077 0.391
H 2.64267 -1.16141 2.85652 0.253 0.355 0.445 0.280
H 3.54428 -2.34051 1.89042 -0.158 0.028 0.145 0.422
H 2.87848 0.16284 0.96064 -0.022 0.354 0.128 0.317
H 3.07030 -1.17503 -0.10178 -0.163 -0.220 -0.179 0.449
H 1.38605 0.06805 -1.91450 0.013 0.126 0.224 0.352
```
Forces are in eV/Å.

lowest unoccupied orbital energy = 0.7 eV
total charge = 0
HOMO level = -8.197 eV
SMILES = Cc1ccc(-n2cccn2)c([C@@H]2C[C@H]3CN(C)C(=O)[C@]34CCCN24)c1

3.
ORCA calculation (ωB97M-V/def2-TZVPD) on a structure of composition C19H20N2Pb in a non-equilibrium geometry.

```
42
Properties=species:S:1:pos:R:3:forces:R:3:mulliken_charge:R:1
C -0.54569 1.48954 -3.58106 -0.486 -0.283 -1.802 -0.881
C -1.87630 1.60529 -3.09067 -0.092 0.500 -1.118 -0.519
C -2.28430 0.33175 -2.59931 -0.478 -0.223 0.182 -0.635
C -1.20116 -0.57211 -2.78289 0.084 -0.773 -0.843 -0.427
C -0.12375 0.14244 -3.38468 -0.507 -0.426 -1.929 -0.607
Pb -0.38223 1.06616 -1.23686 -8.632 -3.515 1.374 1.184
N 1.27594 1.42275 -0.93709 12.839 4.746 2.593 -0.477
C -0.09383 3.14632 0.11225 0.496 0.999 0.921 -0.279
C -1.38309 3.04638 -0.35562 -0.564 0.595 0.381 -0.725
H -3.25112 0.09738 -2.14944 0.399 0.063 -0.211 0.460
H -2.49071 2.50709 -3.10887 0.283 -0.389 0.053 0.601
H -1.18339 -1.62224 -2.48804 -0.003 0.426 -0.086 0.567
H 0.85442 -0.26681 -3.63988 -0.428 0.235 0.158 0.586
H 0.05836 2.29235 -4.00730 -0.254 -0.334 0.264 0.456
H -1.72199 3.66265 -1.19347 0.161 -0.333 0.340 0.412
H 0.62087 3.84205 -0.33624 -0.351 -0.348 0.195 0.286
H 2.24948 1.74917 -0.90939 -1.028 -0.356 -0.978 0.019
H -2.14167 2.49835 0.21398 0.213 0.441 -0.078 0.288
H 0.20071 2.68550 1.05850 -0.102 0.223 -0.348 0.149
C 1.53677 -4.32966 -0.37006 0.052 0.107 -0.146 -0.487
C 1.69116 -3.33714 -1.33803 -0.424 0.099 0.643 -0.786
C 1.21658 -2.04288 -1.10056 0.057 -0.712 0.344 -0.160
C 0.57698 -1.71664 0.10435 -0.546 0.962 0.698 0.031
C 0.43808 -2.73555 1.07647 0.136 -0.411 -0.399 -0.253
C 0.91231 -4.02664 0.83882 0.032 0.649 -0.340 -0.682
N 0.07749 -0.39008 0.36453 -0.947 -1.927 1.806 0.223
C 0.05261 0.07740 1.71815 0.157 -0.912 -1.137 -0.494
C -1.05354 0.76656 2.23508 0.534 0.043 0.655 -0.198
C -1.03853 1.24758 3.54992 0.626 -0.183 -0.198 -0.652
C 0.08088 1.04275 4.36107 -0.264 0.044 -0.140 -0.537
C 1.18293 0.34660 3.86426 -0.462 -0.054 -0.654 -0.699
C 1.16867 -0.13815 2.55511 -0.094 0.452 0.467 -0.074
H 1.90514 -5.33081 -0.55424 0.006 0.007 -0.009 0.371
H 2.18542 -3.56846 -2.27219 0.013 0.044 -0.032 0.401
H 1.37990 -1.30153 -1.84892 0.111 0.462 -0.192 0.471
H -0.05094 -2.53986 2.02162 -0.028 0.187 -0.065 0.465
H 0.79319 -4.79484 1.59276 -0.030 0.043 0.016 0.370
H -1.92991 0.91765 1.62996 -0.245 -0.125 -0.199 0.586
H -1.89468 1.78118 3.94068 -0.044 -0.002 -0.013 0.402
H 0.09485 1.42098 5.37515 -0.046 -0.002 -0.005 0.376
H 2.05261 0.18807 4.48948 0.000 -0.011 -0.028 0.376
H 2.04148 -0.66053 2.18264 -0.142 -0.006 -0.143 0.490
```
Forces are in eV/Å.

lowest unoccupied orbital energy = -1.0 eV
total charge = 0
HOMO level = -6.677 eV

How do the records compare in energy relative to the best compared isomer or geometry (same formula, charge and spin)? In the order shown, they have 56.1, 242.6, 473.1 kJ/mol.